1.
Formula: C22H32N5O2PS2V
Source: OMol25
Level of theory: wB97M-V/def2-TZVPD

Cartesian coordinates (Å):
1 V 0.652769 -1.513903 -0.515799
2 C -0.662475 0.580714 -4.026638
3 C -0.423266 -0.597469 -3.123140
4 N 0.520224 -0.441422 -2.179824
5 N 1.296790 0.737503 -2.081528
6 C 2.443717 0.500355 -1.456460
7 S 2.846535 -1.106833 -0.608051
8 S 3.745594 1.613065 -1.222044
9 C 3.002089 3.212055 -1.522567
10 C 2.945141 4.051005 -0.215917
11 C 4.100517 4.631252 0.313182
12 C 4.022853 5.439449 1.434020
13 C 2.821171 5.709901 2.050193
14 C 1.703496 5.082123 1.572638
15 C 1.754980 4.183675 0.486672
16 C -1.013756 -1.865339 -3.438043
17 C -1.522222 -2.048068 -4.714618
18 C -1.868650 -3.295798 -5.078477
19 C -1.639106 -4.417604 -4.292186
20 C -1.120183 -4.375068 -3.060547
21 C -0.709302 -3.087179 -2.644508
22 O -0.147866 -3.096243 -1.409594
23 H 0.083109 0.645264 -4.822749
24 H -1.668983 0.524464 -4.390062
25 H -0.562989 1.454703 -3.346006
26 H 3.662172 3.736911 -2.213481
27 H 1.972753 3.190096 -1.869591
28 H 5.059628 4.374579 -0.156579
29 H 4.994245 5.811261 1.841151
30 H 2.788472 6.310548 2.971735
31 H 0.706330 5.240033 2.049718
32 H 0.871290 3.589646 0.195969
33 H -1.669645 -1.229689 -5.405701
34 H -2.438474 -3.448282 -6.018698
35 H -1.783980 -5.361381 -4.811842
36 H -0.838647 -5.201665 -2.397858
37 C 0.947396 0.814787 3.067834
38 N -0.024846 -0.267451 3.104282
39 C -0.521302 -0.584508 4.464774
40 P -0.914513 -0.596665 1.729081
41 O -0.273336 0.186783 0.551995
42 N -2.542946 -0.462398 1.519270
43 C -3.015972 0.642498 0.718292
44 C -3.548342 -1.200990 2.360454
45 N -0.589570 -2.218357 1.332622
46 C -1.619362 -3.210187 0.969391
47 C 0.488088 -2.929080 2.080315
48 H 0.574436 1.812795 3.257899
49 H 1.399072 0.855193 2.064447
50 H 1.727525 0.581357 3.807936
51 H -0.706514 0.399973 4.994337
52 H 0.218217 -1.184222 5.006891
53 H -1.474359 -1.202320 4.488675
54 H -2.777121 0.589466 -0.330333
55 H -2.681079 1.627647 1.050900
56 H -4.135392 0.597713 0.808564
57 H -2.991653 -1.676249 3.176389
58 H -4.103246 -1.913827 1.738730
59 H -4.195083 -0.413190 2.763900
60 H -2.403909 -2.755445 0.320263
61 H -2.059337 -3.663610 1.903063
62 H -1.134723 -4.024911 0.399397
63 H 1.172328 -2.179452 2.547969
64 H 1.116945 -3.530660 1.355291
65 H 0.144268 -3.627348 2.854604

Atoms 1-2, force components in eV/Å:
V -2.14 0.28 -1.09
C 0.23 0.49 1.64

Computed properties:
2S+1: 2
HOMO (alpha / beta): -13.5 / -13.6 eV
⟨S²⟩: 0.89
LUMO level (alpha / beta): -8.8 / -7.7 eV
Total charge: +2
Frontier orbital gap (alpha / beta): 4.696 / 5.811 eV

These are the natural (NBO) partial charges, in e, on atoms 1 to 2:
1 V 1.50
2 C -0.68

2.
Formula: C7H23KO7
Source: OMol25
Level of theory: wB97M-V/def2-TZVPD

Cartesian coordinates (Å):
1 K -1.861049 2.619373 1.369617
2 C 0.049250 -0.731134 -1.131076
3 C -0.849452 -0.064051 -0.104551
4 O -0.380577 0.053456 1.071684
5 O -2.015640 0.289254 -0.399453
6 H 1.028911 -1.006316 -0.743202
7 H 0.156774 -0.091177 -2.005389
8 H -0.418221 -1.691663 -1.364455
9 C 0.597738 2.743537 -3.203502
10 O 1.258447 3.928995 -3.641979
11 H -0.360148 2.879039 -2.698471
12 H 0.382019 2.096985 -4.064497
13 H 1.333540 2.193387 -2.620888
14 H 0.661159 4.370706 -4.255073
15 C -4.547964 -1.407506 1.417212
16 O -5.956503 -1.354812 1.245638
17 H -4.266985 -1.826547 2.388496
18 H -3.972333 -1.942202 0.655051
19 H -4.124930 -0.403181 1.385716
20 H -6.239190 -2.270614 1.350125
21 C 2.622581 1.290946 1.055441
22 O 2.154454 0.387506 2.032788
23 H 2.264909 2.326184 1.171756
24 H 3.706386 1.276713 1.024222
25 H 2.174117 1.002964 0.095448
26 H 1.228261 0.170442 1.794399
27 C -0.541887 -0.307848 4.950208
28 O -1.334252 -0.833610 3.883254
29 H 0.523802 -0.240207 4.710715
30 H -0.894530 0.683612 5.253015
31 H -0.636539 -1.027682 5.763716
32 H -1.076332 -0.359445 3.080368
33 C 2.886646 -1.997585 -3.238321
34 O 4.113020 -2.377587 -3.846739
35 H 2.645098 -0.964352 -3.478714
36 H 2.096163 -2.661051 -3.599160
37 H 2.868269 -2.132607 -2.154319
38 H 4.724988 -2.621924 -3.149080

Atoms 1-2, force components in eV/Å:
K 0.15 -0.94 -0.32
C -0.15 -0.39 0.13

Computed properties:
HOMO: -9.1 eV
LUMO level: -1.1 eV
Total charge: 0
Frontier orbital gap: 8.042 eV

These are the natural (NBO) partial charges, in e, on atoms 1 to 2:
1 K 0.99
2 C -0.74

Among the records above, which one has the highest total charge? C22H32N5O2PS2V